No. 1
Computed, not measured: C38H34FeN8O3Se as an isolated structure in a non-equilibrium geometry, with the ωB97M-V functional and the def2-TZVPD basis.

Results
HOMO-LUMO gap (hartree): 0.21549
Energy (eV): -157754.485
Relative energy (zero: lowest compared OMol25 entry of this formula, charge and spin) (kcal/mol): 29.99

Cartesian coordinates (Å):
Fe 0.89808 0.43304 -0.35683
C -0.84376 -1.14060 4.36567
O -0.20686 0.11809 4.28231
C 0.37075 0.23767 3.03493
N 0.27623 -1.01152 2.37431
C -0.20572 -2.03184 3.28039
C -1.21674 -2.98774 2.71296
C -1.88763 -2.74322 1.52447
C -2.90934 -3.59389 1.12588
C -3.25369 -4.69537 1.89029
C -2.56324 -4.95681 3.06666
C -1.55157 -4.10417 3.47377
C 1.09388 1.27388 2.59931
C 1.36464 2.48078 3.37718
C 2.38786 3.28964 3.02618
C 3.19287 2.97624 1.87608
C 2.76206 1.92805 1.11374
N 1.69303 1.13192 1.35299
C 3.40064 1.53270 -0.14512
N 2.79597 0.70806 -0.92506
C 3.59770 0.56033 -2.13924
C 4.93583 1.18681 -1.69570
O 4.59371 2.00299 -0.54859
C 3.70197 -0.86790 -2.59968
C 4.08218 -1.86392 -1.70694
C 4.13506 -3.18408 -2.11641
C 3.80731 -3.52158 -3.42310
C 3.42872 -2.53385 -4.31643
C 3.37305 -1.21082 -3.90287
H -1.91760 -1.03697 4.17376
H -0.69091 -1.54446 5.36655
H 0.64130 -2.60095 3.68556
H -1.62429 -1.88085 0.92273
H -3.45206 -3.38460 0.21387
H -4.05713 -5.34623 1.57496
H -2.81405 -5.82082 3.66564
H -1.01375 -4.30615 4.39201
H 0.78038 2.66511 4.26774
H 2.61951 4.16090 3.62502
H 4.05596 3.55429 1.59190
H 3.13265 1.15094 -2.93917
H 5.40542 1.82067 -2.44417
H 5.64184 0.42292 -1.36224
H 4.29982 -1.60966 -0.67767
H 4.41739 -3.95405 -1.41129
H 3.83183 -4.55628 -3.73712
H 3.15797 -2.79158 -5.33146
H 3.05826 -0.43970 -4.59515
O -0.91250 0.13790 0.32325
C -1.83617 0.96864 0.64963
C -2.95409 0.50280 1.39246
C -4.01683 1.31340 1.69753
C -4.03836 2.65048 1.28752
C -2.95127 3.14011 0.59757
C -1.84227 2.34405 0.28347
C -0.71465 2.92215 -0.43350
N 0.40674 2.32239 -0.81130
C 1.15360 3.25735 -1.48950
C 0.49199 4.43999 -1.51745
N -0.68635 4.21750 -0.84960
H -2.93974 -0.53390 1.71106
H -4.84441 0.91255 2.27015
H -4.88030 3.28865 1.51306
H -2.97282 4.18155 0.29806
H 2.11704 3.02528 -1.90137
H 0.74359 5.39562 -1.93770
H -1.38709 4.90709 -0.65103
N 1.28367 -1.48562 0.16099
C 0.81427 -1.25648 1.19663
C -1.68379 2.24088 -2.99321
N -2.23189 1.02061 -2.44035
C -3.54246 0.85084 -2.05444
C -3.68763 -0.44642 -1.70750
N -2.46421 -1.04916 -1.88484
C -2.15421 -2.44821 -1.67228
C -1.56976 -0.14520 -2.32581
Se 0.21654 -0.51405 -2.66791
H -2.05492 3.08787 -2.41787
H -1.97927 2.34176 -4.03786
H -0.59726 2.19188 -2.92581
H -4.24181 1.66442 -2.04120
H -4.53981 -0.98175 -1.33578
H -3.05822 -2.94730 -1.32860
H -1.35631 -2.53803 -0.93359
H -1.81457 -2.89508 -2.60549

Atomic partial charges in e from the Löwdin method, atoms 1 to 5:
1 Fe 0.25
2 C -0.10
3 O 0.00
4 C -0.22
5 N 0.06

***

No. 2
Computed, not measured: a 2-piece molecular cluster, C6H7NO3 overall in a non-equilibrium geometry, with the ωB97M-V functional and the def2-TZVPD basis.

Results
HOMO-LUMO gap (alpha / beta) (hartree): 0.20034 / 0.33446
Energy (eV): -13962.115
Relative energy (zero: lowest compared OMol25 entry of this formula, charge and spin) (kcal/mol): 134.82

Cartesian coordinates (Å):
C -0.17630 2.37580 -0.08276
C -0.03873 1.39112 -1.01880
C -0.76072 1.87823 1.04308
C -0.51162 0.17975 -0.35271
C -0.82413 -2.09276 0.46958
C -0.54089 -1.10774 -0.66302
N 2.39408 -0.68900 -0.42042
O 2.60908 0.48510 -0.42215
O 2.82203 -1.63518 0.21034
O -0.96080 0.55540 0.89889
H -0.08892 3.38477 -0.30846
H 0.16884 1.46238 -2.08426
H -1.15300 2.39589 1.95134
H -1.08514 -1.54050 1.35253
H -1.58259 -2.75511 0.24316
H 0.07872 -2.68042 0.75896
H -0.34990 -1.60774 -1.57532

Atomic partial charges in e from the Löwdin method, atoms 1 to 5:
1 C -0.10
2 C -0.01
3 C -0.09
4 C -0.31
5 C -0.06

***

No. 3
Computed, not measured: C42H49Cl5InN5O2SSb as an isolated structure in a non-equilibrium geometry, with the ωB97M-V functional and the def2-TZVPD basis.

Results
HOMO-LUMO gap (hartree): 0.29843
Energy (eV): -141045.331
Relative energy (zero: lowest compared OMol25 entry of this formula, charge and spin) (kcal/mol): 0.00
Net charge: +1

Cartesian coordinates (Å):
In -1.32704 0.35563 -0.10135
C 0.42679 0.39330 2.24741
C 0.73403 1.60985 2.77766
C -0.55838 2.29850 3.04856
C -1.55069 1.44213 2.66408
C -1.01609 0.19446 2.12641
C -1.60854 -1.13061 2.65688
C -3.13156 -1.15400 2.55237
C -1.23101 -1.24699 4.14032
C -1.01480 -2.32424 1.91637
C -0.91178 3.65369 3.67479
C -0.83807 3.54282 5.20603
C -0.04525 4.82110 3.19463
C -2.35894 4.03463 3.32188
C 2.19461 2.03088 2.98335
C 2.66261 3.03186 1.91449
C 2.43925 2.58420 4.39144
C 3.11758 0.81065 2.83755
H 1.14384 -0.36418 1.98652
H -2.60452 1.62364 2.78225
H -3.58366 -0.34985 3.13142
H -3.51017 -2.09610 2.95044
H -3.48585 -1.07342 1.52320
H -1.59811 -0.38856 4.70297
H -0.14941 -1.29679 4.26891
H -1.66703 -2.14749 4.57374
H -1.25254 -2.32569 0.84934
H -1.40657 -3.25762 2.32440
H 0.07024 -2.34867 2.01685
H 0.16419 3.31360 5.55787
H -1.50134 2.75095 5.55390
H -1.15222 4.48010 5.66791
H 1.01069 4.69905 3.40155
H -0.37226 5.73619 3.69035
H -0.16199 4.98591 2.11756
H -3.08610 3.38307 3.80232
H -2.53466 4.00080 2.24396
H -2.56042 5.04976 3.66363
H 2.03943 3.91913 1.84494
H 2.69121 2.54605 0.93484
H 3.68072 3.36008 2.12814
H 1.93659 3.52553 4.58440
H 3.50777 2.75075 4.53768
H 2.10516 1.86782 5.14259
H 3.08561 0.39300 1.83005
H 2.85685 0.02580 3.54774
H 4.14622 1.11499 3.03481
Cl -4.01641 1.86457 0.00539
C -4.21996 0.35237 -0.85710
C -3.11985 -0.48315 -0.94987
C -3.30819 -1.67859 -1.61141
Cl -1.96291 -2.77205 -1.75844
C -4.52888 -2.03631 -2.17896
Cl -4.70845 -3.52627 -3.01332
C -5.61279 -1.16355 -2.07586
Cl -7.12438 -1.57599 -2.76845
C -5.46390 0.04894 -1.40238
Cl -6.78351 1.13472 -1.25313
N -0.25748 2.55267 -0.00226
N -0.64935 3.52255 -0.92356
C -1.19918 3.14889 -2.10707
N -1.38105 4.11177 -3.00627
N -1.48304 1.85561 -2.19217
N -1.97561 1.37738 -3.38872
O -1.97588 0.17598 -3.47947
O -2.26853 2.13573 -4.30247
H -0.48889 2.84190 0.95257
H 0.74070 2.36036 -0.06838
H -0.28961 4.46161 -0.81675
H -1.11135 5.05808 -2.80568
H -1.86311 3.86770 -3.86231
S 1.04086 -0.16181 -1.06066
Sb 1.48915 -2.00676 -2.36982
C 0.71169 -1.80062 -4.29131
C 0.43784 -2.88600 -5.11628
C -0.00854 -2.66262 -6.40926
C -0.16016 -1.36646 -6.87844
C 0.13626 -0.28772 -6.06190
C 0.57181 -0.50138 -4.76313
C 3.57430 -1.96800 -2.55327
C 4.34027 -3.05772 -2.16105
C 5.72278 -2.99945 -2.27312
C 6.33069 -1.85831 -2.77117
C 5.56276 -0.77024 -3.16435
C 4.18330 -0.82126 -3.05440
C 1.09157 -3.78832 -1.36299
C 1.52034 -3.82824 -0.03950
C 1.32379 -4.97877 0.70931
C 0.70179 -6.07830 0.13850
C 0.27299 -6.03536 -1.17913
C 0.46675 -4.88979 -1.93751
H 0.57315 -3.90185 -4.77710
H -0.23271 -3.50148 -7.05234
H -0.50885 -1.19751 -7.88747
H 0.01467 0.72162 -6.43057
H 0.78463 0.34122 -4.11557
H 3.87366 -3.95597 -1.77394
H 6.32235 -3.84736 -1.97311
H 7.40759 -1.81516 -2.85592
H 6.03998 0.11580 -3.55869
H 3.59170 0.03431 -3.36072
H 1.99621 -2.96476 0.41163
H 1.65221 -5.01284 1.73889
H 0.54680 -6.97300 0.72536
H -0.21838 -6.89223 -1.61809
H 0.10394 -4.86424 -2.95401

Atomic partial charges in e from the Löwdin method, atoms 1 to 5:
1 In 0.68
2 C -0.11
3 C -0.10
4 C -0.13
5 C -0.09

***

No. 4
Computed, not measured: one molecule with the formula C2H2Cl3NS in a non-equilibrium geometry, with the ωB97M-V functional and the def2-TZVPD basis.

Results
HOMO-LUMO gap (hartree): 0.31332
SMILES string: NC(SCl)=C(Cl)Cl
Energy (eV): -51998.038
Relative energy (zero: lowest compared OMol25 entry of this formula, charge and spin) (kcal/mol): 10.04

Cartesian coordinates (Å):
N 0.55356 -1.07175 -0.60139
C -0.02823 0.15492 -0.16161
S 1.07245 1.51204 -0.53178
Cl 2.65079 1.30817 0.70459
C -1.20204 0.27781 0.49245
Cl -1.77799 1.71557 1.31155
Cl -2.47380 -0.92657 0.66893
H -0.14718 -1.82703 -0.60195
H 1.35243 -1.14318 -1.28079

Atomic partial charges in e from the Löwdin method, atoms 1 to 5:
1 N 0.00
2 C -0.79
3 S 0.46
4 Cl 0.12
5 C -1.12